The following is a DFT calculation (wB97M-V/def2-TZVPD) of a 4-piece molecular cluster, C2H12O3 overall.

Geometry as XYZ:
```
17
C2H12O3 (wB97M-V/def2-TZVPD)
O -0.980 2.713 3.731
O 3.942 3.767 -1.543
O -2.390 1.477 1.515
C -0.144 -3.264 -0.829
C -0.171 -2.316 -1.918
H -0.125 -4.350 -1.274
H -0.428 2.348 4.382
H -2.997 0.766 1.255
H 3.224 3.627 -0.887
H -0.574 2.490 2.907
H 0.811 -3.073 -0.421
H -1.094 -2.148 -2.454
H -3.224 2.035 1.703
H -0.830 -3.157 -0.074
H 4.195 2.873 -1.656
H 0.094 -1.227 -1.732
H 0.691 -2.562 -2.706
```

Values from the calculation:
- E_LUMO: 0.47 eV
- E_tot: -309.0535 Eh
- F_max: 5.413 eV/Å
- Highest occupied orbital energy: -0.41137 Ha
- SMILES: CC.O.O.O